# 1
C3H5BrO as an isolated structure in a non-equilibrium geometry, computed with the ωB97M-V functional and the def2-TZVPD basis.

Computed properties:
Calculated total energy in Eh: -2766.488269
Largest force on an atom in eV Å⁻¹: 3.11
ΔE to the lowest compared entry with this formula, charge and spin in kcal/mol: 29.99
Highest occupied orbital energy in eV: -10.05
2S+1: 1

The geometry in XYZ format:
```
10
Properties=species:S:1:pos:R:3:forces:R:3
C 0.1192 -1.4127 -0.5062 -0.1 -0.9 0.0
C 0.5007 0.9439 0.6368 1.1 -0.5 -2.4
C -0.0011 0.0865 -0.4650 -3.1 -0.1 -0.1
O 0.4502 -2.0603 0.4524 0.2 0.3 0.1
Br -2.5091 0.4494 0.1445 2.0 -0.6 -0.7
H -0.0811 -1.9800 -1.4688 0.0 1.0 0.5
H 0.0873 0.6689 1.5276 -0.7 -1.2 2.5
H 0.1249 1.9024 0.4568 -0.1 1.7 -0.4
H 1.5865 0.9187 0.6653 0.2 0.0 0.1
H -0.2775 0.4831 -1.4434 0.6 0.3 0.2
```
Positions in Å, forces in eV/Å.

=====

# 2
A 2-piece molecular cluster, C3H5BrO overall in a non-equilibrium geometry, computed with the ωB97M-V functional and the def2-TZVPD basis.

Computed properties:
Calculated total energy in Eh: -2766.352402
Largest force on an atom in eV Å⁻¹: 2.40
ΔE to the lowest compared entry with this formula, charge and spin in kcal/mol: 22.25
Highest occupied orbital energy (alpha / beta) in eV: -7.16 / -9.11
<S²>: 2.042
2S+1: 3

The geometry in XYZ format:
```
10
Properties=species:S:1:pos:R:3:forces:R:3
C 0.2092 0.3068 -0.6348 0.5 -1.2 -0.5
C 1.0041 0.7861 0.3550 -0.1 1.0 0.8
C -1.5970 -0.8325 -0.5360 0.2 0.8 1.2
O 1.7507 0.0330 1.1643 0.6 -2.3 0.5
Br -2.7148 0.2272 0.4490 -0.7 0.1 0.0
H -0.2927 1.0522 -1.1602 -0.7 1.0 -1.1
H 0.3907 -0.6378 -1.1698 0.7 0.7 0.3
H 1.1423 1.8569 0.6965 -0.7 -1.3 -0.8
H -1.4814 -1.8457 -0.1984 0.0 -0.5 -0.3
H 1.5889 -0.9463 1.0344 0.2 1.7 0.0
```
Positions in Å, forces in eV/Å.

=====

# 3
A 2-piece molecular cluster, C3H5BrO2 overall in a non-equilibrium geometry, computed with the ωB97M-V functional and the def2-TZVPD basis.

Computed properties:
Calculated total energy in Eh: -2841.702344
Largest force on an atom in eV Å⁻¹: 3.95
ΔE to the lowest compared entry with this formula, charge and spin in kcal/mol: 60.58
Highest occupied orbital energy in eV: -10.42
2S+1: 1

The geometry in XYZ format:
```
11
Properties=species:S:1:pos:R:3:forces:R:3
C -0.0432 1.2855 -0.5068 3.0 0.6 -1.6
C 0.3596 -1.2038 -0.4252 1.2 1.9 2.3
C -0.5546 -0.0411 -0.0975 2.5 -0.2 3.1
O 1.0298 1.5568 -1.0665 -2.2 -1.5 1.1
O -0.2555 0.6167 1.6878 -2.1 -1.0 -3.1
Br -2.3618 -0.3095 -0.0622 -0.8 0.0 -0.1
H -0.6591 2.0428 -0.1780 -1.6 2.0 0.5
H 1.1756 -0.7072 -0.9794 -0.3 -1.0 -0.4
H -0.1454 -2.0549 -0.7257 -1.0 -1.3 -1.8
H 0.7989 -1.6468 0.4944 0.0 0.8 -0.1
H 0.6557 0.4615 1.8590 1.5 -0.4 0.0
```
Positions in Å, forces in eV/Å.

=====

# 4
One molecule with the formula C3H5BrO2 in a non-equilibrium geometry, computed with the ωB97M-V functional and the def2-TZVPD basis.

Computed properties:
Calculated total energy in Eh: -2841.699684
Largest force on an atom in eV Å⁻¹: 4.55
ΔE to the lowest compared entry with this formula, charge and spin in kcal/mol: 62.25
Highest occupied orbital energy in eV: -9.74
2S+1: 1

The geometry in XYZ format:
```
11
Properties=species:S:1:pos:R:3:forces:R:3
O -1.3903 -0.2688 2.0844 -0.9 0.1 0.8
C -1.2166 -0.5154 0.7404 2.6 3.7 -0.9
Br -0.9598 -2.3776 0.3744 -0.4 -0.5 -0.2
C 0.3234 0.2155 0.2051 -2.5 -2.9 1.1
C 0.7919 0.2794 -1.1841 -1.5 0.4 -0.7
O 0.2771 1.3984 -0.4912 -0.2 1.6 1.7
H -0.6776 -0.0374 2.7018 0.3 -0.4 -1.1
H -2.1145 0.0494 0.2742 1.5 -1.7 0.1
H 1.0538 -0.0905 1.0145 -0.5 1.1 -0.7
H 1.8010 0.4904 -1.3908 1.4 -0.6 -0.3
H 0.1454 0.1046 -2.0399 0.2 -0.8 0.1
```
Positions in Å, forces in eV/Å.